Density functional theory data (ωB97M-V/def2-TZVPD) for a structure of composition C3H2O3Rh in a non-equilibrium geometry.

XYZ file:
```
9
Properties=species:S:1:pos:R:3
C -0.48 0.62 0.35
C 0.40 0.07 -0.55
O -0.11 -1.14 -1.23
C 0.60 -1.95 -0.65
O 0.98 -2.95 -0.25
O -0.31 1.78 0.83
H -1.31 -0.01 0.72
H 1.19 0.58 -1.11
Rh -0.96 3.01 1.90
```

## Properties
* multiplicity: 5
* ΔE to the lowest compared entry with this formula, charge and spin: 49.4 kcal/mol
* E: -12248.94538 eV
* Kohn-Sham gap (spin up / spin down): 11.28 / 8.59 eV
* charge: +3
* E_LUMO (spin up / spin down): -15.044 / -18.406 eV

Quick look at the Löwdin charges, all values in e: -0.008, 0.235, 0.331, -0.096, 0.527, -0.119, 0.205, 0.210, 1.714

=====

Density functional theory data (ωB97M-V/def2-TZVPD) for a structure of composition C3H2O3Sr in a non-equilibrium geometry.

XYZ file:
```
9
Properties=species:S:1:pos:R:3
H -2.15 0.27 0.02
O -0.90 -0.68 -1.34
C -1.10 0.23 -0.33
C -0.06 0.26 0.66
C 1.84 1.16 0.32
O 0.26 -1.00 1.08
O 2.55 0.65 -0.43
Sr 0.53 -2.18 -0.73
H -0.96 1.28 0.75
```

## Properties
* multiplicity: 1
* ΔE to the lowest compared entry with this formula, charge and spin: 110.2 kcal/mol
* E: -10114.79664 eV
* Kohn-Sham gap (spin up / spin down): 4.93 / 5.11 eV
* E_LUMO (spin up / spin down): -1.331 / -1.341 eV

Quick look at the Löwdin charges, all values in e: 0.099, -0.505, -0.401, -0.473, -0.027, -0.491, -0.014, 1.650, 0.163

=====

Density functional theory data (ωB97M-V/def2-TZVPD) for a structure of composition C3H2O3Tl in a non-equilibrium geometry.

XYZ file:
```
9
Properties=species:S:1:pos:R:3
C 0.81 -1.85 2.02
C 0.11 -0.84 1.63
O -0.42 -0.36 0.64
C -0.48 -2.01 -1.07
O 0.17 -2.96 -0.78
O -1.54 -1.49 -1.20
H 0.82 -2.24 3.03
Tl -2.54 0.15 -0.24
H 0.79 -2.68 1.01
```

## Properties
* multiplicity: 2
* ΔE to the lowest compared entry with this formula, charge and spin: 39.1 kcal/mol
* E: -13954.86454 eV
* Kohn-Sham gap (spin up / spin down): 7.56 / 5.55 eV
* charge: +2
* E_LUMO (spin up / spin down): -12.378 / -14.302 eV

Quick look at the Löwdin charges, all values in e: 0.325, 0.054, -0.009, -0.273, 0.267, -0.048, 0.155, 1.269, 0.259

=====

Look up the multiplicity of the second one. 1

=====

Number 1 is which compound? C3H2O3Rh

=====

ΔE to the lowest compared entry with this formula, charge and spin of number 3 (C3H2O3Tl)? 39.1 kcal/mol

=====

Which value of ΔE to the lowest compared entry with this formula, charge and spin does entry 3 give? 39.1 kcal/mol